(1)
2 unconnected molecules or ions with the total composition C6H16NS in a non-equilibrium geometry, computed with ωB97M-V with the def2-TZVPD basis set.

ORCA input file:
```
! wB97M-V def2-TZVPD RIJCOSX def2/J DEFGRID3
* xyz 1 1
C -0.25638 -2.25403 1.25640
C -1.02509 0.75878 -1.61960
C -0.07105 1.66253 1.13440
C -0.76061 -0.78698 1.29366
C 0.22328 0.05757 -1.20747
C 0.26342 0.21590 0.95146
N 1.45403 0.62593 -1.53033
S 2.02305 0.09683 1.13816
H -1.13368 -2.86843 1.23550
H 0.32200 -2.44819 0.27544
H 0.32491 -2.54007 2.12943
H -1.74744 0.68833 -0.81144
H -1.36901 0.18479 -2.57247
H -0.65317 1.79630 -1.77901
H 0.31640 2.48880 0.40962
H -1.14361 1.83630 1.14836
H 0.22578 1.87321 2.19842
H -1.27264 -0.47850 2.18444
H -1.50064 -0.89466 0.55016
H 0.24781 -0.96481 -1.20032
H 2.15066 0.46278 -0.31996
H 1.18373 1.59180 -1.70004
H 2.05304 0.16725 -2.33157
H 2.30822 -1.22962 0.94709
*
```

Results
- E_HOMO (eV) = -12.7
- gap between HOMO and LUMO (eV) = 9.7
- ΔE to the lowest compared entry with this formula, charge and spin (kcal/mol) = 78.8
- max |F| (hartree/bohr) = 0.098


(2)
A molecular structure, C14H2Cl5N2ReS6Sb in a non-equilibrium geometry, computed with ωB97M-V with the def2-TZVPD basis set.

ORCA input file:
```
! wB97M-V def2-TZVPD RIJCOSX def2/J DEFGRID3
* xyz 1 1
Re -0.12481 0.22413 -0.53795
S 2.01006 -0.61960 -0.80121
C 2.08727 -2.06741 0.14098
C 3.28294 -2.78883 0.21341
C 3.34350 -3.94591 0.96126
C 4.57606 -4.66085 1.08879
N 5.57033 -5.22010 1.22001
C 2.19337 -4.40950 1.65026
C 1.02830 -3.67334 1.61615
C 0.97131 -2.49268 0.86853
S -0.46669 -1.53749 0.89844
C 2.24683 -5.63343 2.38950
N 2.27949 -6.62033 2.97535
H 4.15700 -2.43550 -0.31726
H 0.15668 -3.99644 2.16993
S -4.04392 -1.63240 -0.23420
Sb -4.15619 0.53628 -0.65432
S -1.80547 1.38390 0.63392
S -1.13915 -0.73602 -2.34771
S -2.36561 0.71907 -2.83498
Cl 0.47482 2.23513 -1.31397
C -0.80879 3.35795 -0.99827
C -1.80437 2.98862 -0.10414
C -2.79819 3.92247 0.20819
Cl -3.98217 3.54661 1.39711
C -2.81771 5.16701 -0.42056
Cl -4.04398 6.28988 -0.04434
C -1.82510 5.49726 -1.34964
Cl -1.85043 7.01380 -2.12848
C -0.79974 4.59443 -1.62659
Cl 0.45436 4.99329 -2.71820
*
```

Results
- E_HOMO (eV) = -11.9
- gap between HOMO and LUMO (eV) = 5.6
- ΔE to the lowest compared entry with this formula, charge and spin (kcal/mol) = 0.0
- max |F| (hartree/bohr) = 0.081


(3)
2 unconnected molecules or ions with the total composition C11H11N in a non-equilibrium geometry, computed with ωB97M-V with the def2-TZVPD basis set.

ORCA input file:
```
! wB97M-V def2-TZVPD RIJCOSX def2/J DEFGRID3
* xyz 0 1
C 2.54816 -0.36980 0.75197
C 2.17777 0.95542 0.37257
C 1.47564 1.34339 -0.74771
C 0.91349 0.35125 -1.48846
C 0.93506 -1.11101 -0.98628
C 1.92412 -1.38264 0.05319
H 3.03063 -0.53799 1.69899
H 2.72686 1.75717 0.93430
H 1.45115 2.42281 -0.84516
H 0.46577 0.47222 -2.44974
H 0.47367 -1.85108 -1.55842
H 2.27665 -2.51076 0.15622
C -1.68120 1.17342 0.93122
C -2.28877 1.03354 -0.25082
C -2.33765 -0.23005 -1.00333
N -1.97254 -1.37532 -0.50984
C -1.37244 -1.26613 0.79665
C -1.19415 -0.06631 1.58647
H -1.60201 2.11447 1.31167
H -3.03806 1.90176 -0.49266
H -2.77259 -0.17454 -2.07008
H -1.33847 -2.18050 1.31919
H -0.80108 -0.46932 2.49006
*
```

Results
- SMILES = c1ccccc1.c1ccncc1
- E_HOMO (eV) = -8.6
- gap between HOMO and LUMO (eV) = 9.5
- ΔE to the lowest compared entry with this formula, charge and spin (kcal/mol) = 87.6
- max |F| (hartree/bohr) = 0.131


(4)
A molecular structure, C14H12Cl2IPdS, computed with ωB97M-V with the def2-TZVPD basis set.

ORCA input file:
```
! wB97M-V def2-TZVPD RIJCOSX def2/J DEFGRID3
* xyz 1 5
Pd 0.91872 -0.81390 -1.01452
Cl 1.03894 -0.76291 1.46682
C 1.50741 0.89033 1.83716
C 1.30568 1.29926 3.12626
C 1.73356 2.57798 3.49201
C 2.35591 3.41270 2.57847
C 2.55327 2.98359 1.27907
Cl 3.32531 4.05384 0.19008
C 2.12304 1.69811 0.84462
S 2.34993 1.20470 -0.75775
H 0.83391 0.64048 3.84180
H 1.58453 2.91782 4.50850
H 2.68828 4.39963 2.86675
I 0.80055 -3.51728 -2.02017
C 2.41666 -2.34905 -1.40734
H 3.08849 -2.13583 -2.22738
H 2.87191 -2.74779 -0.51113
C -0.84915 0.71242 -1.64553
C -1.76257 -0.33406 -1.42031
C -2.13092 -1.22089 -2.47089
C -3.05035 -2.22069 -2.25491
C -3.61766 -2.39362 -0.99103
C -3.26519 -1.54311 0.06164
C -2.36187 -0.52889 -0.14409
H -0.76631 1.51795 -0.92738
H -0.51331 0.92634 -2.65364
H -1.68893 -1.08293 -3.45020
H -3.34019 -2.86914 -3.07152
H -4.33897 -3.18247 -0.82594
H -3.71402 -1.67650 1.03687
H -2.09666 0.14389 0.66367
*
```

Results
- E_HOMO (alpha / beta) (eV) = -10.3 / -12.5
- <S²> = 6.07
- gap between HOMO and LUMO (alpha / beta) (eV) = 7.5 / 6.1
- max |F| (hartree/bohr) = 0.010


(5)
A molecular structure, C47H54N7O2S2Zr, computed with ωB97M-V with the def2-TZVPD basis set.

ORCA input file:
```
! wB97M-V def2-TZVPD RIJCOSX def2/J DEFGRID3
* xyz 1 1
Zr 0.12022 -0.03429 0.22512
C -2.20176 5.51342 1.93469
C -3.03169 4.30252 2.36454
C -2.72988 3.09720 1.53100
C -3.36880 2.67622 0.40144
C -4.59739 3.25514 -0.22531
C -5.86568 2.51130 0.19854
C -2.67839 1.50151 -0.05297
N -1.62817 1.20653 0.78823
C -1.64829 2.17959 1.75843
C -0.72586 2.28173 2.78765
C 0.27670 1.37685 3.06812
C 1.21577 1.49507 4.15283
C 1.30969 2.66078 5.08527
C 2.01357 3.85986 4.44903
C 1.97931 0.36732 4.13297
C 1.49783 -0.43815 3.04077
C 1.97019 -1.69656 2.71694
C 1.51621 -2.49424 1.68420
N 0.57182 -2.11842 0.75868
C 0.45499 -3.18609 -0.10248
C -0.37845 -3.23132 -1.19804
C -1.26389 -2.24644 -1.59727
N -1.41103 -1.03558 -0.96969
C -2.45957 -0.40654 -1.60472
C -3.03036 0.77491 -1.17650
C -2.93988 -1.21926 -2.69094
C -2.19736 -2.36441 -2.68444
C -2.31583 -3.55675 -3.57619
C -3.09168 -4.70890 -2.93494
C -4.09428 -0.86659 -3.57387
C -5.44198 -1.24519 -2.95721
C 1.33665 -4.25373 0.29564
C 1.99638 -3.82425 1.40556
C 3.06481 -4.52986 2.17651
C 4.46284 -4.14081 1.69245
C 1.44539 -5.58040 -0.38550
C 0.31656 -6.53342 0.01053
N 0.47343 0.19762 2.38446
C 3.06102 -0.03389 5.08434
C 2.53612 -0.92601 6.21004
H -2.42651 6.38653 2.54687
H -2.39980 5.76713 0.89206
H -1.13339 5.30506 2.02551
H -4.09522 4.53631 2.29152
H -2.84953 4.08129 3.41839
H -4.50141 3.23886 -1.31414
H -4.67639 4.30853 0.04959
H -5.81188 1.45731 -0.07873
H -6.75017 2.94193 -0.27004
H -5.99522 2.55777 1.28030
H -0.81500 3.13391 3.44845
H 1.84257 2.35564 5.98723
H 0.30804 2.94719 5.41681
H 3.01911 3.58935 4.12440
H 2.09483 4.68657 5.15449
H 1.47108 4.21654 3.57150
H 2.75940 -2.09899 3.33704
H -0.35388 -4.13385 -1.79369
H -3.87495 1.14172 -1.74569
H -1.31393 -3.89093 -3.85947
H -2.80564 -3.26032 -4.50564
H -2.60968 -5.05261 -2.01853
H -3.16089 -5.55543 -3.61770
H -4.10417 -4.39996 -2.67381
H -3.97635 -1.36980 -4.53551
H -4.07609 0.20414 -3.79425
H -5.49849 -2.31929 -2.77959
H -6.26408 -0.96666 -3.61614
H -5.59072 -0.74716 -1.99774
H 2.92303 -5.60834 2.08536
H 2.96202 -4.30752 3.24117
H 4.60663 -4.42865 0.65031
H 5.23126 -4.62980 2.29113
H 4.61308 -3.06152 1.74998
H 2.41092 -6.02613 -0.14054
H 1.45140 -5.43617 -1.46895
H 0.32415 -6.71703 1.08561
H 0.41756 -7.49143 -0.49883
H -0.65933 -6.11511 -0.24146
H 3.51724 0.86372 5.50587
H 3.85939 -0.54406 4.54025
H 1.77592 -0.40516 6.79368
H 3.33945 -1.22085 6.88467
H 2.07584 -1.83201 5.81281
C 0.27153 3.33262 -4.58081
N 0.17083 2.98778 -3.17197
C 0.29816 3.83874 -2.10087
C 0.19341 3.06634 -0.98811
N 0.00483 1.75515 -1.36435
C 0.00122 1.75006 -2.68380
H -0.20882 4.29234 -4.75396
H -0.23812 2.57107 -5.16564
H 1.31631 3.38383 -4.88380
H 0.44334 4.89686 -2.22761
H 0.22888 3.36638 0.04658
H -0.14478 0.88288 -3.30821
O 2.20682 0.93818 0.32685
S 2.99195 0.08759 -0.60916
O 3.96666 -0.73653 0.02810
N 1.80079 -0.64773 -1.41454
C 2.00105 -0.59243 -2.76566
S 1.11835 -1.34611 -3.91305
C 3.09550 0.38056 -3.10019
C 3.52941 0.77654 -4.35578
C 4.54461 1.72016 -4.43200
C 5.13212 2.24953 -3.28390
C 4.71988 1.84274 -2.02242
C 3.68770 0.92609 -1.97452
H 3.07991 0.34356 -5.23946
H 4.89777 2.04581 -5.40143
H 5.92743 2.97625 -3.37925
H 5.18379 2.22460 -1.12354
*
```

Results
- E_HOMO (eV) = -9.2
- gap between HOMO and LUMO (eV) = 5.8
- ΔE to the lowest compared entry with this formula, charge and spin (kcal/mol) = 6.5
- max |F| (hartree/bohr) = 0.008


Please write out number 4 again, unchanged.
A molecular structure, C14H12Cl2IPdS, computed with ωB97M-V with the def2-TZVPD basis set.

ORCA input file:
```
! wB97M-V def2-TZVPD RIJCOSX def2/J DEFGRID3
* xyz 1 5
Pd 0.91872 -0.81390 -1.01452
Cl 1.03894 -0.76291 1.46682
C 1.50741 0.89033 1.83716
C 1.30568 1.29926 3.12626
C 1.73356 2.57798 3.49201
C 2.35591 3.41270 2.57847
C 2.55327 2.98359 1.27907
Cl 3.32531 4.05384 0.19008
C 2.12304 1.69811 0.84462
S 2.34993 1.20470 -0.75775
H 0.83391 0.64048 3.84180
H 1.58453 2.91782 4.50850
H 2.68828 4.39963 2.86675
I 0.80055 -3.51728 -2.02017
C 2.41666 -2.34905 -1.40734
H 3.08849 -2.13583 -2.22738
H 2.87191 -2.74779 -0.51113
C -0.84915 0.71242 -1.64553
C -1.76257 -0.33406 -1.42031
C -2.13092 -1.22089 -2.47089
C -3.05035 -2.22069 -2.25491
C -3.61766 -2.39362 -0.99103
C -3.26519 -1.54311 0.06164
C -2.36187 -0.52889 -0.14409
H -0.76631 1.51795 -0.92738
H -0.51331 0.92634 -2.65364
H -1.68893 -1.08293 -3.45020
H -3.34019 -2.86914 -3.07152
H -4.33897 -3.18247 -0.82594
H -3.71402 -1.67650 1.03687
H -2.09666 0.14389 0.66367
*
```

Results
- E_HOMO (alpha / beta) (eV) = -10.3 / -12.5
- <S²> = 6.07
- gap between HOMO and LUMO (alpha / beta) (eV) = 7.5 / 6.1
- max |F| (hartree/bohr) = 0.010